No. 1
{
  "formula": "C6H32N2O8",
  "method": "ωB97M-V with the def2-TZVPD basis set",
  "spin_multiplicity": 2,
  "homo_lumo_gap_ev": [10.71, 6.04],
  "e_tot_ha": -958.88152,
  "homo_ev": [-13.428, -13.425],
  "total_charge": 1,
  "symbols": ["C", "C", "C", "N", "C", "C", "C", "N", "H", "H", "H", "H", "H", "H", "H", "H", "H", "H", "H", "H", "H", "H", "H", "H", "H", "H", "O", "H", "H", "O", "H", "H", "O", "H", "H", "O", "H", "H", "O", "H", "H", "O", "H", "H", "O", "H", "H", "O"],
  "coordinates": [[2.80930, 1.36221, 0.79284], [2.36975, 2.72898, 0.27500], [2.36674, 0.12432, -0.02358], [1.13374, -0.59397, 0.29025], [1.27934, -1.62905, 1.29338], [0.00282, 0.37592, 0.63982], [-0.07343, 0.94072, 2.01236], [-1.54376, 1.09146, 2.40106], [3.89765, 1.28553, 0.73365], [2.54703, 1.34825, 1.84829], [1.32840, 2.63771, -0.03717], [2.75637, 3.06085, -0.71561], [2.53554, 3.53246, 0.98740], [2.31405, 0.48218, -1.07100], [3.19313, -0.56753, -0.19866], [1.94871, -1.40245, 2.16542], [0.28593, -1.85190, 1.69640], [1.74508, -2.53528, 0.91697], [0.13213, 1.13315, -0.15278], [-0.90681, -0.21866, 0.43316], [0.26454, 1.97261, 2.19466], [0.36243, 0.43834, 2.87980], [-1.90953, 0.16800, 2.63545], [-1.51820, 1.66687, 3.24268], [-0.08653, -1.30369, -1.22128], [0.08347, -0.59895, -2.68437], [-0.05139, -1.42270, -2.17471], [2.71203, -2.72522, -1.62626], [1.75893, -1.69190, -2.15083], [2.67104, -2.02620, -2.28912], [-2.75160, -3.46743, -1.38327], [-2.15799, -2.35120, -2.06121], [-2.24421, -2.67467, -1.14098], [-1.08146, 1.36912, -3.46373], [0.05300, 1.28148, -4.55902], [-0.39332, 0.78235, -3.85728], [-2.81851, 1.03773, -1.98755], [-2.33819, 2.49398, -1.90693], [-2.49227, 1.76455, -2.52436], [-3.23007, 0.94104, -0.05681], [-2.99716, 1.90351, 1.05485], [-3.29197, 1.88446, 0.12293], [2.69799, -1.24139, 4.56726], [1.34468, -0.69926, 4.31441], [2.25986, -0.57385, 4.01858], [-2.42378, -1.49818, 0.37146], [-3.81676, -1.90990, 0.77443], [-3.06072, -1.39164, 1.08846]]
}

***

No. 2
{
  "formula": "C6H32NO10",
  "method": "ωB97M-V with the def2-TZVPD basis set",
  "homo_lumo_gap_ev": 10.32,
  "e_tot_ha": -1054.69577,
  "homo_ev": -13.108,
  "total_charge": 1,
  "symbols": ["O", "C", "C", "C", "C", "C", "C", "N", "H", "H", "H", "H", "H", "H", "H", "H", "H", "H", "H", "H", "H", "H", "H", "H", "O", "H", "H", "O", "H", "H", "O", "H", "H", "O", "H", "H", "O", "H", "H", "O", "H", "H", "O", "H", "H", "O", "H", "H", "O"],
  "coordinates": [[0.49347, 2.53974, -1.45600], [-0.08522, 1.76495, -0.73817], [0.44378, 0.44022, -0.21719], [-0.83118, -0.29824, 0.25527], [-0.53477, -1.67975, 0.78637], [-1.00148, -1.97458, 2.22021], [-2.43936, -1.52891, 2.47397], [1.27034, -0.21036, -1.26498], [-1.02186, 2.17850, -0.34576], [1.02715, 0.59233, 0.69531], [-1.50720, -0.37393, -0.58488], [-1.29846, 0.34183, 0.99454], [0.51978, -1.98130, 0.75423], [-0.92357, -2.52778, 0.21381], [-0.32469, -1.57598, 2.97807], [-0.88202, -3.05457, 2.35213], [-2.84007, -1.96389, 3.38948], [-2.48092, -0.44472, 2.58308], [-3.17463, -1.76178, 1.70941], [2.17025, 0.25113, -1.43098], [1.63510, -1.13717, -0.99607], [0.86229, -0.17869, -2.20479], [2.09586, -1.71070, 3.41605], [1.75375, -1.31392, 2.04217], [2.12868, -0.92870, 2.84676], [1.37069, -3.93073, -1.22663], [2.38404, -3.76009, -0.02588], [1.68433, -3.34641, -0.53221], [-2.60738, 0.54614, -2.11229], [-2.30853, 2.01771, -2.67130], [-2.06084, 1.07047, -2.69408], [-3.34220, 3.57282, -1.40643], [-2.05766, 4.12286, -2.03125], [-2.40913, 3.36839, -1.54091], [0.90075, 0.39937, 3.55433], [0.06613, 0.92778, 4.87241], [0.39971, 1.09307, 3.99474], [-0.57221, 2.81781, 2.92216], [-1.61065, 2.80022, 1.66834], [-1.00690, 3.29918, 2.20927], [-0.78869, 0.35803, -4.43432], [-0.50791, 1.78921, -4.70599], [-0.15934, 0.91982, -4.90148], [1.84108, 0.44988, -4.41318], [2.20414, 1.74937, -3.84559], [2.06287, 0.83978, -3.56122], [3.19910, -1.49578, 0.55586], [4.56783, -1.44068, 0.11683], [3.69577, -1.63195, -0.26321]]
}

***

No. 3
{
  "formula": "C6H33NO10",
  "method": "ωB97M-V with the def2-TZVPD basis set",
  "smiles": "CCC(=CN)CC.O.O.O.O.O.O.O.O.O.O",
  "homo_lumo_gap_ev": 8.56,
  "e_tot_ha": -1055.60473,
  "homo_ev": -8.567,
  "total_charge": 0,
  "symbols": ["C", "C", "C", "C", "N", "C", "C", "H", "H", "H", "H", "H", "H", "H", "H", "H", "H", "H", "H", "H", "H", "H", "O", "H", "H", "O", "H", "H", "O", "H", "H", "O", "H", "H", "O", "H", "H", "O", "H", "H", "O", "H", "H", "O", "H", "H", "O", "H", "H", "O"],
  "coordinates": [[1.89339, -1.24048, 0.37099], [1.59421, 0.09847, 1.04960], [0.37538, 0.02510, 1.92434], [-0.84246, 0.33856, 1.48336], [-1.22358, 0.61566, 0.14907], [0.64028, -0.34658, 3.36996], [-0.51770, -0.99898, 4.11470], [1.09534, -1.53311, -0.30833], [2.81563, -1.18790, -0.21159], [2.03945, -2.03886, 1.10607], [2.46183, 0.38900, 1.64488], [1.49394, 0.87177, 0.28763], [-1.67262, 0.36346, 2.17402], [-1.69318, 1.50966, 0.02691], [-0.46773, 0.57967, -0.51221], [1.51358, -0.99180, 3.40829], [0.95392, 0.56699, 3.88439], [-0.89087, -1.88420, 3.58642], [-1.33189, -0.29506, 4.28530], [-0.19681, -1.34946, 5.09991], [-0.13081, -2.53237, 0.91701], [-0.53815, -3.19902, -0.42468], [-0.66635, -3.24172, 0.54322], [-2.30510, -0.53436, -1.60659], [-3.06966, -1.73829, -1.05194], [-2.70145, -1.37787, -1.90956], [0.92480, 0.53802, -2.85754], [1.90424, 1.55928, -2.32371], [0.95882, 1.41799, -2.45969], [-1.41724, -2.29218, -2.12444], [-0.75336, -3.62623, -2.71533], [-0.55019, -2.82940, -2.17423], [0.08034, 5.31152, 0.69617], [0.06709, 3.92174, 0.02060], [0.53502, 4.46297, 0.70258], [-2.74963, -1.24730, 0.89331], [-2.31033, -2.68151, 0.72191], [-3.10010, -2.10425, 0.65131], [0.45490, 3.83302, 2.37355], [-0.05821, 2.52384, 2.97846], [0.29857, 3.38038, 3.22187], [4.12498, -1.09468, -3.61750], [2.69393, -0.67487, -3.18709], [3.62420, -0.37860, -3.19213], [0.43962, -1.70653, -2.94946], [0.55480, -1.12603, -4.39069], [0.92879, -1.05211, -3.49505], [-0.17301, 2.51500, -1.74739], [-1.09456, 3.69279, -2.04917], [-0.83166, 3.11820, -1.32789]]
}

***

No. 4
{
  "formula": "C6H33NO12",
  "method": "ωB97M-V with the def2-TZVPD basis set",
  "spin_multiplicity": 2,
  "homo_lumo_gap_ev": [10.12, 6.49],
  "e_tot_ha": -1205.72760,
  "homo_ev": [-13.324, -13.323],
  "total_charge": 1,
  "symbols": ["C", "C", "C", "N", "C", "C", "C", "H", "H", "H", "H", "H", "H", "H", "H", "H", "H", "H", "O", "H", "H", "O", "H", "H", "O", "H", "H", "O", "H", "H", "O", "H", "H", "O", "H", "H", "O", "H", "H", "O", "H", "H", "O", "H", "H", "O", "H", "H", "O", "H", "H", "O"],
  "coordinates": [[-1.10911, -0.64462, -3.30188], [-1.18467, 0.08688, -2.01825], [-0.25533, 0.08925, -0.93432], [-0.68561, 0.94319, 0.02132], [-1.80042, 1.61003, -0.42106], [-2.09297, 1.10570, -1.73225], [-2.41358, 2.86412, 0.13963], [-0.14327, -0.75445, -3.77760], [-1.67285, -1.58005, -3.22037], [-1.70791, -0.00967, -3.97550], [0.73194, -0.37907, -0.85849], [-0.39183, 1.02021, 0.99217], [-2.92188, 1.60857, -2.20932], [-2.97143, 2.74355, 1.05987], [-1.61251, 3.61321, 0.17921], [-2.99078, 3.30869, -0.66854], [1.21029, 2.28408, -3.51905], [0.57183, 1.68109, -2.25849], [1.39386, 1.70586, -2.76130], [0.61558, -3.20251, -0.13111], [0.48303, -4.56879, -0.84217], [1.09916, -3.99683, -0.35045], [-0.56787, 0.84165, 2.63583], [-0.93530, 2.28882, 2.95389], [-0.19998, 1.66525, 3.00547], [1.74991, -1.20236, 1.82154], [0.94775, -2.43939, 2.39227], [0.90923, -1.65393, 1.83280], [3.18695, 1.52681, -0.74638], [2.11859, 0.77371, 0.15282], [3.05091, 0.92951, -0.00112], [3.48311, -1.13879, -1.19068], [2.57043, -2.36460, -1.18641], [2.56719, -1.37950, -1.18272], [-3.79190, 1.50091, 1.97911], [-2.74231, 0.49499, 2.44884], [-2.84042, 1.31413, 1.93383], [-3.42203, -2.54291, -0.19646], [-3.26421, -1.02139, -0.46377], [-2.78820, -1.81961, -0.21026], [-1.08513, -1.72375, 2.01294], [-1.95039, -0.61533, 1.23904], [-1.81509, -1.09188, 2.06027], [3.74153, 0.11645, 1.50695], [3.84553, 0.70839, 2.97404], [3.90585, -0.08861, 2.42941], [1.98912, -0.42377, 4.12986], [0.47791, -0.24196, 4.36858], [1.24518, -0.73083, 4.66342], [2.18986, 0.32384, -3.52458], [2.76093, -1.06515, -3.26769], [2.51128, -0.46914, -3.98293]]
}